1.
{"formula": "C49H39CsN8O2P2S3Se2", "method": "ωB97M-V/def2-TZVPD", "symbols": ["Cs", "C", "S", "C", "S", "N", "N", "C", "C", "C", "C", "C", "C", "N", "H", "H", "H", "H", "H", "H", "H", "H", "O", "S", "O", "N", "C", "C", "C", "C", "C", "C", "C", "C", "N", "C", "C", "C", "C", "C", "C", "C", "H", "H", "H", "H", "H", "H", "H", "H", "H", "H", "H", "Se", "P", "C", "C", "C", "C", "C", "C", "C", "C", "C", "C", "C", "C", "C", "C", "N", "N", "N", "P", "Se", "C", "C", "C", "C", "C", "C", "C", "C", "C", "C", "C", "C", "H", "H", "H", "H", "H", "H", "H", "H", "H", "H", "H", "H", "H", "H", "H", "H", "H", "H", "H", "H"], "positions_angstrom": [[-0.207, 1.496, 0.500], [1.121, 4.074, 7.895], [1.848, 3.133, 6.538], [0.805, 3.601, 5.151], [1.215, 2.836, 3.682], [-0.111, 4.457, 5.441], [-0.925, 4.886, 4.419], [-1.978, 4.215, 4.212], [-2.922, 4.612, 3.149], [-2.636, 5.675, 2.289], [-3.538, 5.981, 1.293], [-4.689, 5.210, 1.162], [-4.888, 4.181, 2.065], [-4.038, 3.888, 3.049], [1.719, 3.858, 8.782], [0.089, 3.772, 8.059], [1.146, 5.139, 7.676], [-2.229, 3.320, 4.784], [-1.708, 6.214, 2.423], [-3.344, 6.797, 0.609], [-5.400, 5.388, 0.366], [-5.767, 3.548, 1.988], [-3.341, 0.946, -3.048], [-2.741, 1.852, -2.087], [-1.307, 2.066, -2.206], [-3.019, 1.554, -0.593], [-4.202, 1.244, 0.001], [-5.457, 1.220, -0.586], [-6.612, 0.964, 0.178], [-6.552, 0.717, 1.520], [-5.288, 0.696, 2.163], [-5.132, 0.445, 3.545], [-3.888, 0.441, 4.101], [-2.778, 0.687, 3.267], [-2.882, 0.927, 1.987], [-4.116, 0.944, 1.419], [-3.468, 3.448, -2.449], [-2.965, 4.587, -1.836], [-3.508, 5.826, -2.142], [-4.562, 5.927, -3.041], [-5.070, 4.784, -3.642], [-4.519, 3.543, -3.352], [-5.540, 1.398, -1.649], [-7.576, 0.967, -0.321], [-7.450, 0.525, 2.097], [-6.014, 0.263, 4.151], [-3.742, 0.263, 5.158], [-1.772, 0.693, 3.680], [-2.149, 4.498, -1.131], [-3.107, 6.718, -1.675], [-4.984, 6.897, -3.275], [-5.891, 4.860, -4.345], [-4.878, 2.639, -3.824], [4.755, -3.818, -2.474], [2.884, -4.159, -1.556], [3.005, -5.578, -0.427], [3.604, -5.366, 0.813], [3.795, -6.427, 1.681], [3.391, -7.706, 1.316], [2.800, -7.919, 0.081], [2.608, -6.855, -0.792], [1.593, -4.612, -2.768], [0.298, -4.907, -2.338], [-0.680, -5.226, -3.267], [-0.377, -5.245, -4.623], [0.907, -4.948, -5.050], [1.893, -4.633, -4.124], [2.133, -2.902, -0.526], [2.267, -1.538, -0.230], [1.318, -1.250, 0.679], [0.625, -2.354, 0.920], [1.106, -3.360, 0.220], [3.483, -0.316, -0.733], [3.313, 1.681, -0.086], [5.020, -1.025, -0.049], [4.984, -1.290, 1.321], [6.109, -1.772, 1.968], [7.283, -1.984, 1.254], [7.323, -1.714, -0.104], [6.194, -1.238, -0.757], [3.525, -0.389, -2.547], [2.523, -1.018, -3.275], [2.547, -0.990, -4.662], [3.576, -0.345, -5.327], [4.567, 0.309, -4.603], [4.529, 0.306, -3.220], [3.913, -4.366, 1.095], [4.252, -6.254, 2.647], [3.533, -8.535, 1.999], [2.481, -8.914, -0.205], [2.146, -7.023, -1.757], [0.063, -4.855, -1.282], [-1.686, -5.441, -2.932], [-1.148, -5.482, -5.346], [1.144, -4.951, -6.107], [2.901, -4.391, -4.439], [4.072, -1.105, 1.878], [6.070, -1.973, 3.031], [8.164, -2.362, 1.759], [8.231, -1.891, -0.666], [6.223, -1.068, -1.823], [1.713, -1.522, -2.764], [1.755, -1.477, -5.217], [3.597, -0.331, -6.410], [5.358, 0.839, -5.119], [5.263, 0.864, -2.651]], "atomic_forces_ev_per_a": [[0.13, 0.08, 0.41], [0.01, -0.01, -0.09], [-0.01, -0.01, -0.11], [0.05, 0.08, 0.18], [0.00, -0.10, -0.12], [-0.21, -0.03, 0.17], [0.18, 0.04, -0.17], [-0.12, -0.03, 0.04], [0.00, 0.01, 0.01], [0.02, 0.01, 0.01], [-0.02, -0.01, 0.00], [0.02, 0.03, 0.02], [-0.03, -0.01, -0.02], [0.02, -0.03, 0.00], [0.00, 0.00, 0.01], [-0.01, 0.02, 0.03], [-0.02, 0.01, 0.03], [0.00, -0.01, 0.00], [0.00, 0.00, 0.00], [0.01, -0.01, 0.02], [0.00, -0.01, -0.01], [0.01, -0.01, 0.01], [-0.07, -0.01, 0.06], [-0.05, -0.01, -0.23], [-0.17, 0.03, -0.23], [0.18, -0.03, 0.15], [0.01, 0.04, 0.11], [0.00, 0.02, 0.01], [-0.03, 0.00, -0.02], [0.01, -0.02, 0.03], [-0.01, 0.01, -0.01], [-0.03, -0.02, 0.00], [0.00, -0.02, 0.04], [0.00, 0.01, -0.02], [-0.13, 0.00, 0.04], [0.00, 0.03, -0.10], [-0.05, 0.00, -0.09], [-0.01, 0.03, -0.03], [0.04, -0.01, 0.02], [-0.03, 0.00, -0.03], [0.00, 0.02, 0.00], [0.02, 0.01, 0.05], [-0.03, 0.00, 0.00], [0.01, 0.00, -0.01], [0.01, 0.00, 0.02], [-0.01, 0.00, -0.01], [0.02, 0.00, 0.00], [-0.01, 0.01, 0.02], [0.01, -0.01, 0.00], [0.00, 0.00, -0.02], [0.00, 0.00, 0.01], [0.00, 0.00, 0.00], [0.00, -0.01, -0.01], [0.00, 0.00, 0.01], [-0.01, -0.05, -0.04], [0.00, 0.07, 0.02], [-0.01, -0.01, 0.00], [0.00, -0.01, 0.00], [0.00, 0.00, 0.00], [0.00, -0.01, 0.00], [0.00, -0.01, -0.03], [-0.01, 0.02, 0.01], [0.01, 0.03, 0.00], [-0.01, 0.00, -0.01], [-0.01, -0.01, -0.01], [0.01, 0.01, 0.00], [0.00, -0.02, -0.01], [0.10, -0.02, 0.11], [0.03, -0.07, -0.07], [-0.03, 0.16, -0.11], [0.19, 0.06, 0.00], [-0.17, -0.08, 0.03], [0.18, -0.21, -0.12], [0.02, -0.03, 0.07], [-0.03, 0.06, 0.04], [-0.02, 0.01, -0.04], [0.04, -0.01, 0.01], [-0.01, -0.01, 0.04], [-0.01, 0.01, -0.04], [0.01, 0.00, -0.01], [0.06, 0.04, 0.04], [-0.01, -0.01, 0.00], [0.00, -0.01, -0.01], [0.01, 0.01, 0.00], [-0.01, -0.01, -0.01], [-0.02, -0.02, 0.00], [0.00, 0.00, 0.00], [0.00, 0.00, 0.00], [0.00, 0.00, 0.00], [0.00, 0.00, 0.00], [0.00, -0.01, 0.00], [0.00, -0.01, 0.00], [0.00, 0.00, 0.00], [0.00, 0.00, 0.00], [0.00, 0.00, 0.00], [0.00, 0.00, 0.00], [0.01, 0.00, 0.01], [0.00, 0.00, 0.00], [0.00, 0.00, 0.00], [0.00, 0.00, -0.01], [0.01, -0.01, 0.00], [0.00, 0.01, -0.01], [0.00, 0.00, 0.00], [0.00, 0.00, 0.00], [0.00, 0.00, 0.00], [0.00, 0.01, -0.01]], "lowdin_charge": [0.785, -0.469, 0.732, -1.252, 0.342, -0.119, 0.002, -0.131, -0.256, -0.016, -0.088, -0.072, -0.137, 0.126, 0.010, 0.019, 0.018, 0.115, 0.106, 0.089, 0.098, 0.100, -0.334, 0.508, -0.461, -0.213, -0.273, -0.033, -0.108, -0.088, -0.187, -0.033, -0.063, -0.151, 0.053, -0.178, -0.252, -0.058, -0.102, -0.104, -0.094, -0.069, 0.088, 0.093, 0.094, 0.107, 0.098, 0.105, 0.118, 0.093, 0.092, 0.094, 0.103, 0.338, 0.557, -0.351, -0.082, -0.081, -0.102, -0.095, -0.081, -0.348, -0.079, -0.078, -0.096, -0.093, -0.123, -0.451, -0.463, -0.094, -0.062, -0.026, 0.523, 0.239, -0.358, -0.094, -0.084, -0.100, -0.096, -0.141, -0.365, -0.093, -0.078, -0.090, -0.085, -0.118, 0.106, 0.100, 0.093, 0.095, 0.103, 0.095, 0.101, 0.096, 0.096, 0.043, 0.114, 0.101, 0.093, 0.097, 0.074, 0.103, 0.104, 0.095, 0.097, 0.099], "e_tot_ev": -249789.9266, "gap_ha": 0.2240, "total_charge": -2, "relative_energy_kj_mol": 0.0}

2.
{"formula": "C49H39N7OPPt", "method": "ωB97M-V/def2-TZVPD", "symbols": ["Pt", "C", "N", "C", "N", "C", "C", "C", "C", "C", "C", "C", "C", "C", "C", "C", "C", "C", "C", "P", "C", "N", "C", "C", "N", "C", "C", "C", "C", "C", "C", "C", "C", "C", "C", "C", "C", "C", "C", "N", "C", "C", "N", "C", "C", "C", "C", "C", "C", "C", "C", "C", "C", "C", "C", "C", "H", "H", "H", "H", "H", "H", "H", "H", "H", "H", "H", "H", "H", "H", "H", "H", "H", "H", "H", "H", "H", "H", "H", "H", "H", "H", "H", "H", "H", "H", "H", "H", "H", "H", "H", "H", "H", "H", "H", "O", "C", "N"], "positions_angstrom": [[-0.305, 0.257, -1.456], [2.441, -4.174, 0.184], [2.144, -2.930, -0.523], [1.119, -2.084, -0.273], [1.210, -1.029, -1.089], [2.320, -1.215, -1.887], [2.908, -2.403, -1.532], [4.090, -3.074, -2.102], [3.973, -4.341, -2.670], [5.082, -4.964, -3.222], [6.313, -4.322, -3.214], [6.433, -3.057, -2.656], [5.326, -2.435, -2.099], [2.736, -0.360, -3.017], [3.744, 0.584, -2.864], [4.147, 1.352, -3.944], [3.552, 1.169, -5.186], [2.556, 0.217, -5.345], [2.150, -0.550, -4.263], [-0.100, -2.405, 1.041], [-0.005, -0.770, 1.858], [-1.020, 0.057, 1.949], [-0.529, 1.186, 2.564], [0.807, 1.022, 2.835], [1.128, -0.248, 2.398], [2.441, -0.866, 2.472], [1.824, 1.946, 3.372], [2.429, 1.712, 4.604], [3.384, 2.593, 5.091], [3.737, 3.712, 4.349], [3.138, 3.947, 3.119], [2.184, 3.068, 2.629], [-1.376, 2.363, 2.809], [-1.154, 3.211, 3.891], [-1.959, 4.322, 4.088], [-3.002, 4.595, 3.214], [-3.233, 3.747, 2.140], [-2.425, 2.641, 1.937], [-1.610, -2.003, 0.108], [-1.680, -1.036, -0.792], [-3.000, -0.663, -0.924], [-3.752, -1.472, -0.112], [-2.863, -2.314, 0.512], [-3.200, -3.322, 1.511], [-5.199, -1.468, 0.150], [-6.094, -1.619, -0.906], [-7.459, -1.565, -0.669], [-7.934, -1.363, 0.619], [-7.044, -1.206, 1.673], [-5.679, -1.255, 1.441], [-3.234, 0.661, -1.520], [-4.216, 1.510, -1.020], [-4.242, 2.838, -1.410], [-3.278, 3.358, -2.270], [-2.323, 2.520, -2.804], [-2.310, 1.161, -2.461], [1.973, -5.020, -0.315], [2.072, -4.112, 1.204], [3.518, -4.315, 0.192], [3.008, -4.833, -2.703], [4.983, -5.944, -3.667], [7.178, -4.806, -3.647], [7.390, -2.554, -2.652], [5.419, -1.449, -1.663], [4.191, 0.745, -1.890], [4.914, 2.103, -3.812], [3.866, 1.768, -6.030], [2.097, 0.068, -6.314], [1.374, -1.296, -4.383], [3.187, -0.088, 2.610], [2.664, -1.388, 1.544], [2.502, -1.562, 3.308], [2.137, 0.849, 5.191], [3.847, 2.410, 6.052], [4.480, 4.400, 4.730], [3.414, 4.814, 2.533], [1.727, 3.250, 1.665], [-0.354, 2.998, 4.589], [-1.777, 4.972, 4.934], [-3.631, 5.461, 3.372], [-4.046, 3.955, 1.455], [-2.588, 1.979, 1.096], [-4.185, -3.725, 1.288], [-3.206, -2.883, 2.507], [-2.466, -4.123, 1.470], [-5.717, -1.781, -1.908], [-8.153, -1.685, -1.491], [-9.000, -1.323, 0.802], [-7.414, -1.035, 2.676], [-4.983, -1.099, 2.257], [-4.927, 1.140, -0.293], [-5.008, 3.491, -1.012], [-3.290, 4.407, -2.531], [-1.591, 2.892, -3.507], [-1.790, 0.467, -3.139], [2.545, 3.303, -1.295], [1.704, 2.527, -1.598], [0.845, 1.786, -1.952]], "atomic_forces_ev_per_a": [[-0.18, 0.31, -0.12], [-0.01, 0.02, 0.02], [-0.01, 0.02, 0.04], [-0.08, -0.12, -0.11], [0.02, -0.20, 0.00], [0.01, 0.01, -0.09], [0.03, 0.05, -0.01], [-0.03, 0.02, 0.03], [0.00, -0.01, -0.01], [0.00, 0.01, 0.01], [0.00, 0.00, 0.01], [0.00, -0.01, 0.00], [0.01, -0.01, 0.01], [0.04, 0.03, 0.05], [-0.03, 0.01, 0.04], [-0.04, 0.00, -0.04], [0.04, 0.03, 0.03], [-0.02, -0.04, 0.03], [-0.05, 0.04, -0.06], [0.04, 0.08, 0.05], [-0.04, -0.05, -0.01], [0.02, 0.04, 0.00], [-0.08, -0.03, -0.02], [0.10, -0.07, 0.05], [0.05, 0.03, -0.03], [-0.03, 0.02, 0.03], [-0.05, -0.01, -0.04], [0.00, 0.03, 0.03], [-0.02, -0.01, -0.01], [0.00, 0.01, -0.02], [0.01, 0.00, 0.01], [0.05, 0.03, 0.02], [-0.01, -0.03, -0.01], [0.00, 0.01, 0.01], [-0.01, 0.00, 0.01], [0.01, -0.01, 0.01], [-0.03, 0.01, -0.02], [0.03, -0.02, 0.00], [0.02, 0.27, -0.15], [-0.31, -0.14, 0.05], [0.32, 0.05, 0.04], [-0.05, 0.00, 0.02], [-0.03, -0.05, 0.10], [0.00, -0.01, -0.02], [0.01, 0.00, 0.00], [-0.02, -0.01, 0.00], [0.01, 0.00, 0.00], [0.00, 0.00, 0.00], [0.00, 0.00, -0.01], [0.01, 0.00, -0.01], [-0.11, -0.17, -0.01], [0.03, -0.09, 0.05], [0.02, 0.07, -0.02], [-0.03, 0.04, 0.01], [0.05, -0.11, -0.03], [0.23, -0.06, 0.09], [0.00, 0.00, 0.00], [0.01, 0.00, 0.00], [0.00, -0.01, 0.00], [0.00, 0.00, 0.01], [0.00, 0.00, 0.00], [0.00, 0.00, 0.00], [0.00, 0.00, 0.00], [0.00, 0.00, 0.00], [-0.01, 0.00, -0.01], [0.01, 0.00, -0.01], [0.00, 0.00, 0.00], [0.00, 0.00, 0.00], [0.00, 0.00, 0.00], [-0.01, 0.01, 0.01], [0.01, 0.00, -0.01], [-0.01, -0.01, 0.00], [0.00, 0.00, 0.00], [0.00, 0.00, 0.00], [0.00, 0.00, 0.00], [0.01, 0.01, 0.01], [-0.03, -0.03, -0.01], [0.01, 0.00, 0.00], [0.00, 0.00, 0.00], [0.00, 0.00, 0.00], [0.00, 0.00, -0.01], [-0.03, 0.01, -0.03], [0.00, 0.01, 0.00], [0.00, 0.00, 0.00], [0.00, 0.00, 0.00], [0.00, 0.00, 0.00], [0.00, 0.00, 0.00], [0.00, 0.00, 0.00], [0.00, 0.00, 0.00], [0.00, 0.00, 0.00], [0.00, 0.04, 0.01], [-0.01, 0.00, 0.00], [-0.01, 0.00, 0.00], [0.03, -0.01, 0.01], [0.10, 0.01, 0.17], [-0.02, -0.09, -0.04], [0.06, 0.13, 0.17], [0.00, -0.04, -0.21]], "lowdin_charge": [1.127, -0.006, -0.054, -0.448, -0.031, -0.154, -0.107, -0.171, -0.034, -0.065, -0.068, -0.058, -0.015, -0.212, -0.057, -0.058, -0.067, -0.067, -0.033, 1.184, -0.476, 0.137, -0.172, -0.116, -0.039, 0.011, -0.202, -0.044, -0.073, -0.074, -0.058, -0.011, -0.157, -0.022, -0.071, -0.083, -0.078, -0.028, -0.429, -0.077, -0.151, -0.102, -0.032, 0.001, -0.194, -0.021, -0.061, -0.066, -0.061, -0.033, -0.158, -0.016, -0.040, -0.047, -0.052, -0.169, 0.101, 0.064, 0.105, 0.117, 0.109, 0.110, 0.111, 0.112, 0.121, 0.113, 0.108, 0.106, 0.116, 0.100, 0.071, 0.103, 0.120, 0.106, 0.107, 0.111, 0.119, 0.114, 0.107, 0.104, 0.091, 0.086, 0.104, 0.101, 0.082, 0.124, 0.111, 0.110, 0.111, 0.121, 0.122, 0.116, 0.116, 0.117, 0.108, 0.071, -0.519, -0.076], "e_tot_ev": -76457.1713, "gap_ha": 0.2563, "total_charge": 1, "relative_energy_kj_mol": 0.0}